Run P
The following is a DFT calculation (ωB97M-V/def2-TZVPD) of C2H3NO3S in the gas phase.

The geometry in XYZ format:
```
10
Properties=species:S:1:pos:R:3
C 0.204 0.279 1.306
C 0.104 -0.778 0.294
N -0.087 1.469 1.147
O 1.071 0.410 -1.837
O -1.243 -0.379 -2.020
O -0.771 1.515 -0.587
S -0.207 0.212 -1.234
H 0.594 0.045 2.301
H 1.045 -1.302 0.152
H -0.711 -1.471 0.477
```

The calculation puts the HOMO energy (spin up / spin down) at -11.01 / -11.01 eV. The HOMO-LUMO gap (spin up / spin down) is 9.23 / 9.23 eV.


Run Q
The following is a DFT calculation (ωB97M-V/def2-TZVPD) of a molecular structure, C2H3NO3S.

The geometry in XYZ format:
```
10
Properties=species:S:1:pos:R:3
C 0.663 1.155 -1.486
C 0.193 0.219 -0.668
N -0.236 -0.966 -0.522
O -3.132 2.409 0.489
O -2.334 0.167 0.988
O -0.419 1.362 -0.283
S -2.630 1.135 -0.009
H 1.567 1.683 -1.529
H -0.966 -1.109 0.164
H 0.180 -1.768 -0.788
```

The calculation puts the HOMO energy at -8.65 eV. The HOMO-LUMO gap is 8.68 eV.


Run R
The following is a DFT calculation (ωB97M-V/def2-TZVPD) of a molecular structure, C2H3NO3S.

The geometry in XYZ format:
```
10
Properties=species:S:1:pos:R:3
C 0.021 -1.113 -0.134
C 0.455 0.334 0.090
N 0.795 -2.115 -0.145
O 2.721 0.432 -1.306
O 2.973 0.788 1.169
O 2.079 -2.064 0.202
S 2.293 0.216 0.033
H -0.986 -1.131 -0.465
H 0.275 0.987 -0.795
H 0.421 0.625 1.131
```

The calculation puts the HOMO energy (spin up / spin down) at -9.78 / -9.77 eV. The HOMO-LUMO gap (spin up / spin down) is 8.47 / 8.46 eV.


If we sort the structures by their calculated energies, the order from most to least stable is run P, run Q, run R.


Run P
The following is a DFT calculation (ωB97M-V/def2-TZVPD) of 2 unconnected molecules or ions with the total composition CH3N3S.

The geometry in XYZ format:
```
8
Properties=species:S:1:pos:R:3
C -1.087 0.566 -0.031
N 1.467 0.322 1.317
N 1.821 -0.581 0.723
N -0.811 -0.385 -0.783
S 2.016 -1.880 0.015
H -1.358 1.597 -0.522
H -0.990 0.628 1.051
H -1.058 -0.268 -1.769
```

As for the SMILES: N#[N+][S-].C=N. The calculation puts the HOMO energy at -9.35 eV. The HOMO-LUMO gap is 9.98 eV.


Run Q
The following is a DFT calculation (ωB97M-V/def2-TZVPD) of CH3N3S in the gas phase.

The geometry in XYZ format:
```
8
Properties=species:S:1:pos:R:3
C 0.285 -0.625 0.555
N 1.333 0.630 0.105
N 0.843 1.288 -0.806
N -0.350 1.132 -1.213
S -1.302 -0.032 -0.310
H 0.339 -1.545 0.055
H 0.407 -0.720 1.641
H -0.905 1.418 -1.959
```

As for the SMILES: C1N=NNS1. The calculation puts the HOMO energy at -8.47 eV. The HOMO-LUMO gap is 9.02 eV.


If we sort the structures by their calculated energies, the order from most to least stable is run P, run Q.


Run P
The following is a DFT calculation (ωB97M-V/def2-TZVPD) of C4H5NO in the gas phase.

The geometry in XYZ format:
```
11
Properties=species:S:1:pos:R:3
C 1.395 -1.069 -0.061
C -0.457 0.520 0.673
C 0.090 -0.418 -0.392
C 0.211 1.010 -0.641
N 2.402 -0.298 0.152
O 2.334 0.938 0.028
H 1.498 -2.120 -0.225
H -1.458 0.853 0.643
H 0.138 0.882 1.563
H -0.767 -0.969 -0.744
H 0.233 1.637 -1.399
```

As for the multiplicity: 3. The calculation puts the HOMO energy (spin up / spin down) at -7.35 / -9.18 eV. The HOMO-LUMO gap (spin up / spin down) is 8.46 / 7.54 eV.


Run Q
The following is a DFT calculation (ωB97M-V/def2-TZVPD) of 2 unconnected molecules or ions with the total composition C4H5NO.

The geometry in XYZ format:
```
11
Properties=species:S:1:pos:R:3
C -0.614 0.904 -0.379
C -0.252 1.450 0.954
C -1.205 0.831 -1.568
C 1.249 -1.808 0.715
N 0.481 0.521 0.360
O -0.396 2.275 1.838
H -1.021 0.050 -2.294
H -2.012 1.417 -1.697
H 0.432 -2.403 0.692
H 1.809 -1.908 -0.266
H 1.531 -1.329 1.644
```

As for the multiplicity: 3. The calculation puts the HOMO energy (spin up / spin down) at -7.90 / -9.46 eV. The HOMO-LUMO gap (spin up / spin down) is 8.59 / 6.34 eV.


Run R
The following is a DFT calculation (ωB97M-V/def2-TZVPD) of a molecular structure, C4H5NO.

The geometry in XYZ format:
```
11
Properties=species:S:1:pos:R:3
C 0.218 -0.636 0.669
C 0.549 0.197 1.653
C -0.051 1.394 -0.575
C -0.250 -0.082 -0.616
N 0.352 1.812 0.592
O 0.566 2.899 1.047
H 0.493 -1.664 0.988
H 0.995 0.043 2.590
H -0.566 1.965 -1.371
H 0.527 -0.494 -1.281
H -1.206 -0.245 -1.024
```

As for the multiplicity: 3. The calculation puts the HOMO energy (spin up / spin down) at -5.44 / -9.21 eV. The HOMO-LUMO gap (spin up / spin down) is 6.49 / 7.91 eV.


If we sort the structures by their calculated energies, the order from most to least stable is run Q, run P, run R.


Run P
The following is a DFT calculation (ωB97M-V/def2-TZVPD) of C7H8O in the gas phase.

The geometry in XYZ format:
```
16
Properties=species:S:1:pos:R:3
C -0.956 1.627 0.137
C -1.125 0.131 0.112
C -0.009 -0.671 -0.054
C 1.342 -0.178 -0.015
C 2.833 -0.567 -0.404
C -2.315 -0.487 0.146
C -3.207 -1.308 0.179
H -1.824 1.909 0.867
H -0.927 2.211 -0.843
H -0.003 2.082 0.808
H -0.354 -1.834 0.038
H 1.381 1.041 -0.231
H 2.931 -1.523 -0.956
H 3.649 0.383 -0.698
H -3.771 -2.169 -0.140
O 2.355 -0.647 1.055
```

As for the SMILES: C#C/C(C)=C/[C@@H]1CO1. The calculation puts the HOMO energy at -8.71 eV. The HOMO-LUMO gap is 8.70 eV.


Run Q
The following is a DFT calculation (ωB97M-V/def2-TZVPD) of a molecular structure, C7H8O.

The geometry in XYZ format:
```
16
Properties=species:S:1:pos:R:3
C 0.173 -0.061 0.073
C 0.091 1.500 -0.258
C -0.962 2.253 0.163
C -0.029 -1.035 -1.074
C -0.918 -2.001 -0.910
C 1.512 -0.273 0.710
C 2.514 -0.504 1.505
H -0.538 -0.739 1.764
H 0.663 1.875 -1.057
H -0.968 3.221 -0.226
H -1.722 1.903 0.743
H 0.568 -0.666 -2.172
H -1.546 -1.825 0.034
H -1.248 -2.435 -1.880
H 3.428 -1.029 1.854
O -1.019 -0.181 0.730
```

The calculation puts the HOMO energy at -9.66 eV. The HOMO-LUMO gap is 10.10 eV.


If we sort the structures by their calculated energies, the order from most to least stable is run P, run Q.